No. 1
75
Properties=species:S:1:pos:R:3:lowdin_charge:R:1 method="wB97M-V/def2-TZVPD" e_tot_ha=-1764.979863 charge=-1 orbital_gap_ev=6.001
O 3.56234 0.51613 4.71555 -0.017
O 4.75199 6.29979 7.06238 -0.003
O 3.20692 -1.26881 3.41162 -0.019
N 1.65914 0.38459 3.32909 0.054
N 0.04377 5.69675 -1.24497 -0.229
C 6.03966 1.33625 8.15713 -0.092
C 2.00087 5.40190 0.15126 -0.022
C 4.84344 8.53029 5.43953 -0.022
C -1.54144 -0.91094 2.56264 -0.209
C 5.33974 2.00583 7.15226 -0.014
C -0.14379 -1.38997 2.89923 -0.126
C 4.39113 4.09820 6.16143 -0.068
C 6.36840 1.99895 9.34525 -0.116
C 5.38220 4.02812 8.47297 -0.032
C 5.27429 9.81169 5.09632 -0.090
C 3.27126 5.47078 3.94020 0.007
C 4.49430 7.57469 4.46162 -0.149
C 4.56609 7.98354 3.10827 -0.037
C 2.64095 4.72872 1.16874 -0.030
C 6.00625 3.34313 9.51242 -0.099
C -4.25855 -0.28530 2.31685 -0.115
C -3.84431 -1.61709 2.22416 -0.103
C 0.77138 4.92128 -0.35858 -0.244
C 3.68116 3.42509 5.19748 0.042
C 5.04533 9.24761 2.75746 -0.103
C -0.28373 5.20472 -2.56609 -0.077
C 4.45635 5.58841 6.08163 -0.262
C -3.31568 0.73772 2.48453 -0.089
C 1.95774 3.68230 1.87766 -0.191
C 0.86875 3.05262 1.18887 -0.002
C 1.12677 -0.65358 2.46840 -0.362
C 2.24071 -1.71592 2.47291 -0.158
C 5.39997 10.17214 3.74801 -0.113
C 4.07781 6.20050 4.78504 -0.081
C 3.05564 4.06766 4.08906 -0.169
C 0.28838 3.65977 0.09627 -0.011
C 5.04684 3.38568 7.26492 -0.150
C 0.08935 7.14996 -1.15354 -0.079
C 2.26934 3.29652 3.19278 0.071
C -1.94929 0.42927 2.62204 -0.027
C 2.82831 -0.02481 3.88768 -0.599
C -2.49507 -1.91965 2.36381 -0.062
H -0.06610 -2.39388 2.46512 0.095
H 1.05758 7.54505 -1.50791 0.079
H 6.31130 0.29036 8.00492 0.098
H -0.05070 -1.52525 3.99057 0.143
H -0.06669 7.46643 -0.11270 0.097
H -0.71718 7.55499 -1.77843 0.081
H 2.44406 6.30804 -0.26920 0.106
H 4.25834 7.28441 2.32620 0.094
H -0.60225 3.23966 -0.36775 0.108
H -1.15690 5.74682 -2.95441 0.080
H 0.55016 5.39227 -3.26968 0.089
H 3.65271 5.02277 1.46251 0.117
H 3.56155 2.33776 5.24532 0.084
H 5.13415 5.07758 8.59100 0.090
H -2.15241 -2.95223 2.32722 0.105
H 5.75038 11.16823 3.47474 0.090
H 1.91698 -2.71072 2.79641 0.107
H 0.49017 2.10662 1.58861 0.088
H 6.20644 3.87002 10.44553 0.092
H -3.63363 1.78027 2.52115 0.096
H 5.51264 10.52592 5.88610 0.097
H 2.68921 -1.78904 1.46964 0.117
H 6.89364 1.47017 10.14076 0.087
H -5.32068 -0.04422 2.27519 0.091
H 5.12850 9.51090 1.70202 0.093
H 5.00476 1.45669 6.26788 0.092
H 2.75412 5.98691 3.13221 0.104
H -1.20217 1.20962 2.81013 0.104
H 4.77992 8.24581 6.48441 0.094
H 1.86775 2.35532 3.55867 0.082
H 0.99283 -0.23461 1.45060 0.128
H -4.56426 -2.41654 2.05380 0.095
H -0.49396 4.12971 -2.53618 0.082

No. 2
77
Properties=species:S:1:pos:R:3:nbo_charge:R:1 method="wB97M-V/def2-TZVPD" e_tot_ha=-2591.442333 charge=+2 de_lowest_ev=0.000 spin_multiplicity=3 orbital_gap_ev="8.056 / 5.621"
Pt -0.52131 -1.32762 -0.15507 0.319
Sb 0.78880 0.38168 2.53599 1.580
Sb -0.11311 0.53384 -1.83661 1.231
S -0.44532 -5.26349 2.29988 0.574
N -0.65863 -3.05564 1.09008 -0.499
N -2.63911 -1.46235 0.29174 -0.535
N -4.27974 -2.46255 1.37882 -0.490
C 3.86043 -1.68740 0.16205 -0.189
C 3.06142 2.97102 5.95444 -0.147
C -3.80862 -0.76401 0.03056 0.162
C 0.21536 -3.96119 1.43389 -0.119
C 1.05678 2.43260 4.74694 -0.216
C 0.56875 2.61752 0.32692 -0.432
C 2.75161 -1.83241 2.71207 -0.191
C -5.33775 0.81862 -0.83444 -0.183
C 4.32670 -2.62531 1.07604 -0.177
C 2.29621 -0.88847 1.79247 -0.429
C 3.76284 1.99846 5.25255 -0.212
C -4.85590 -1.38663 0.71425 0.101
C -2.96341 -2.45692 1.08924 0.374
C 2.84450 -0.80897 0.51539 -0.219
C 4.30190 0.16503 -3.90985 -0.185
C 3.77899 -2.69475 2.35112 -0.223
C -3.19021 0.82372 -5.61202 -0.181
C -2.97569 1.94349 -4.82170 -0.194
C -1.44011 0.68364 -3.46206 -0.291
C -4.04196 0.35700 -0.76308 -0.233
C -1.65553 -0.43842 -4.25790 -0.254
C -6.16629 -0.92530 0.64720 -0.221
C 1.71101 3.18788 5.70436 -0.192
C 3.83553 1.41676 -3.53403 -0.180
C -6.38371 0.18809 -0.13634 -0.181
C 2.58353 1.54510 -2.94538 -0.234
C 1.80009 0.41648 -2.72162 -0.413
C 3.52274 -0.96368 -3.68951 -0.225
C -0.13363 2.51037 -1.02705 -0.752
C -2.52842 -0.36466 -5.33346 -0.179
C -1.99732 -4.55812 2.19871 -0.390
C 3.11793 1.23230 4.29493 -0.148
C -0.24378 1.88440 1.41581 -0.727
C -1.93108 -3.39105 1.51314 0.056
C -2.09905 1.87685 -3.74618 -0.264
C 1.76681 1.46580 4.02924 -0.438
C 2.27959 -0.84129 -3.08513 -0.168
H 3.88209 -1.93879 -3.99270 0.231
H 2.22930 2.53334 -2.67879 0.213
H -5.56440 1.67888 -1.44963 0.232
H 1.16929 3.94166 6.25935 0.240
H -1.17721 2.81292 -0.91281 0.238
H 2.33345 -1.89181 3.71134 0.221
H -2.86063 -5.04757 2.61965 0.270
H 0.63971 3.66838 0.61242 0.245
H 4.29089 -1.62644 -0.82797 0.242
H 5.27162 0.06917 -4.37986 0.235
H -6.97507 -1.41237 1.17474 0.240
H 3.56875 3.56155 6.70544 0.240
H 0.00071 2.60103 4.57045 0.217
H 4.81344 1.83604 5.45170 0.239
H 5.12720 -3.29764 0.79689 0.241
H 0.31348 3.17182 -1.76893 0.250
H -2.69204 -1.23540 -5.95435 0.231
H -1.14899 -1.37394 -4.04726 0.216
H 4.15347 -3.41366 3.06834 0.240
H -4.75936 -3.12528 1.96499 0.439
H -1.92896 2.76605 -3.15041 0.213
H -3.87042 0.87811 -6.45149 0.234
H 3.67042 0.47733 3.75007 0.216
H -3.48248 2.87273 -5.04648 0.232
H 1.26575 -3.89177 1.19110 0.259
H 4.44016 2.29668 -3.70940 0.233
H -7.38620 0.58366 -0.22349 0.239
H -1.12072 1.38607 1.00539 0.247
H 1.68535 -1.73060 -2.90148 0.209
H 1.60194 2.26660 0.25001 0.211
H -3.24398 0.81973 -1.32895 0.218
H -0.56970 2.55305 2.21308 0.251
H 2.50129 -0.07993 -0.20741 0.234

No. 3
79
Properties=species:S:1:pos:R:3:mulliken_spin:R:1 method="wB97M-V/def2-TZVPD" e_tot_ha=-3785.159166 spin_multiplicity=3 orbital_gap_ev="7.885 / 8.353"
V -0.38790 0.55605 -0.02999 2.264
S -2.75365 -3.62291 2.23160 0.000
S -5.44867 1.88660 0.71842 0.000
P 0.53007 -2.00598 -0.52576 0.048
N -0.27248 -2.65548 2.75092 0.002
N -3.29151 3.32462 0.04820 0.002
N 1.15434 1.20832 7.17643 0.009
N -1.87261 -1.26206 1.72837 0.019
N -3.02767 1.01386 0.54653 -0.001
C -3.83525 -0.03109 0.97876 -0.002
C 0.20541 -2.25558 -3.35300 0.005
C -2.38990 -3.23251 -3.09524 0.005
C -1.51261 -2.39653 2.24567 0.006
C 3.69461 1.07830 -1.61481 -0.017
C 3.09639 -1.24251 -1.54988 -0.021
C -3.83427 -2.48088 1.52334 -0.002
C 2.86437 -5.84441 0.57572 0.000
C 2.43379 -3.49390 0.85259 0.004
C -0.34552 2.41198 -0.67460 -0.016
C 0.18313 0.92602 1.84228 -0.271
C -0.98897 5.87241 -1.21417 0.003
C -3.20882 -1.29266 1.37432 0.012
C 3.13725 -4.63531 1.20643 0.000
C -3.74703 2.10289 0.39055 0.010
C 1.09711 0.06895 2.48199 0.064
C -0.11505 3.57396 -0.96608 0.021
C -1.83370 -3.06193 -4.35617 0.001
C 4.01540 -0.25710 -1.85849 0.028
C 1.36376 0.13868 3.84191 0.000
C 1.45472 -3.54038 -0.14244 -0.005
C 1.49707 0.45928 -0.76938 -0.109
C -0.41700 1.90125 2.65164 0.036
C 0.71805 1.09893 4.62035 0.023
C 1.31048 5.45800 -0.31172 0.001
C 1.18593 -4.75323 -0.76690 0.000
C -1.64735 -2.91041 -1.96582 -0.015
C 0.80770 4.99766 -2.73071 0.004
C 1.85909 -0.87617 -1.01137 -0.096
C -5.14763 0.23866 1.10865 0.005
C 0.96358 1.16412 6.04154 -0.003
C 1.89065 -5.89840 -0.41097 0.000
C 0.24572 4.96452 -1.30309 -0.005
C -0.54027 -2.57113 -4.48188 0.000
C -0.16504 1.98956 4.01313 -0.002
C -0.33803 -2.43277 -2.08395 -0.041
C 2.46251 1.42806 -1.08653 0.006
H -2.34164 3.36295 -0.30174 -0.003
H 4.97953 -0.52196 -2.27717 0.002
H -4.85548 -2.74564 1.29401 0.000
H -1.40050 5.86861 -0.20066 -0.001
H 1.57054 6.49806 -0.52925 0.000
H 2.24560 2.46987 -0.89604 0.020
H -1.76325 5.54414 -1.91371 -0.002
H 0.04501 4.69631 -3.45177 -0.001
H -3.40285 -3.60363 -2.98909 0.000
H 2.66940 -2.55306 1.33859 0.000
H -0.10984 -2.42964 -5.46675 0.000
H 1.14438 6.00868 -2.97840 0.000
H 3.41342 -6.73707 0.85033 0.000
H 0.25966 -1.84804 3.03972 0.003
H -5.94118 -0.39578 1.47483 0.000
H 1.63715 -0.66210 1.89270 0.003
H 2.21647 4.85202 -0.38097 -0.002
H 3.34092 -2.28824 -1.70759 -0.001
H 0.93963 5.39607 0.71380 0.000
H -2.08662 -3.02796 -0.97838 -0.002
H 3.90267 -4.58011 1.97170 0.000
H 1.65353 4.31409 -2.82693 0.000
H -1.11139 2.60884 2.21033 0.012
H 1.20778 -1.86324 -3.46029 0.000
H -2.41221 -3.30324 -5.24111 0.000
H -0.65024 2.74622 4.61826 -0.001
H 0.42955 -4.80955 -1.54118 0.000
H 1.67909 -6.83575 -0.91137 0.000
H 4.42168 1.85098 -1.84066 0.000
H 2.07673 -0.53183 4.30827 -0.001
H -0.71323 6.90002 -1.46540 0.001
H -3.94762 3.99576 -0.30234 0.000
H -0.14688 -3.48512 3.30190 0.000

No. 4
85
Properties=species:S:1:pos:R:3:mulliken_spin:R:1 method="wB97M-V/def2-TZVPD" e_tot_ha=-5415.988030 charge=-2 spin_multiplicity=5 orbital_gap_ev="3.718 / 3.787"
Pm 0.07877 -0.10054 0.28163 4.037
Ge 3.95566 1.23004 0.14294 -0.002
Cl -5.08074 -1.75907 5.74541 0.000
F -1.70023 3.47746 0.13825 0.000
F -0.97014 1.76367 -1.01535 0.000
F -1.60342 1.51875 1.06920 0.001
O 1.80540 -1.63354 -2.02619 -0.002
O -0.31082 -0.45717 2.52461 -0.009
O -1.92557 -1.14086 0.24785 -0.003
O 1.40970 -6.30595 -1.32183 0.000
O -0.22487 -3.32401 1.61657 0.000
N 0.77922 -2.40702 -0.20883 0.012
N 0.63014 -4.76062 0.12094 0.000
N -1.03187 -0.65709 -2.39408 0.000
C 5.84666 -0.28243 1.84530 0.000
C -1.35977 -0.78190 4.60537 -0.002
C 4.77528 2.87525 0.98724 -0.001
C 4.33982 3.19516 2.27540 -0.001
C 5.27636 -2.07934 3.33821 0.000
C 5.19338 0.89587 -1.41400 -0.001
C 5.69388 3.73185 0.38602 0.000
C 3.56587 -0.95122 2.08619 -0.003
C 3.99622 -3.71836 -0.48258 -0.001
C 0.86305 0.45888 -3.78318 -0.001
C 0.35888 -3.43802 0.56482 -0.010
C 4.81062 4.31440 2.94376 0.001
C 6.71591 -0.53181 -2.65216 0.000
C 1.83077 -3.99935 -1.85040 0.000
C 1.27132 -5.13272 -1.01285 0.000
C -2.08843 2.17140 -0.12784 0.001
C -0.19560 -4.16053 -3.38993 0.000
C 6.03432 1.56256 -3.59629 -0.001
C 5.92585 -0.28425 -1.53783 0.001
C -3.75441 -1.46079 3.39836 0.002
C -0.16529 -0.16773 -2.97034 0.002
C 1.44502 -2.60395 -1.35525 -0.017
C -2.80048 -1.31028 1.17323 0.003
C 2.09542 1.25698 -0.16087 -0.025
C 3.37350 -4.11074 -1.82130 0.000
C 5.72841 5.15552 2.32687 0.000
C -1.37700 -0.79344 3.19611 -0.001
C 6.78149 0.39575 -3.68289 0.000
C 4.51009 -0.12538 1.47954 0.003
C 6.23241 -1.25333 2.75788 0.000
C -2.46603 -1.07530 5.39474 0.001
C 5.24533 1.79710 -2.47941 -0.001
C -3.66257 -1.40569 4.76497 0.000
C 1.33086 -4.15489 -3.29620 0.000
C 6.16750 4.85967 1.04478 0.000
C -2.63251 -1.17946 2.57272 0.005
C 3.93861 -1.91841 3.00926 0.002
H 5.07344 -3.89476 -0.50080 0.000
H 3.18290 -2.54489 3.46805 0.000
H 0.73122 1.54013 -3.77784 0.000
H 0.79137 0.07217 -4.79918 0.000
H 0.27209 -5.48505 0.72453 0.000
H -0.41628 -0.51956 5.07443 0.000
H 1.73217 -3.31709 -3.86760 0.000
H -0.61359 -3.25616 -2.94239 0.000
H 5.57537 -2.84073 4.04885 0.000
H 1.89122 2.03864 -0.91138 0.002
H 3.62648 -5.14417 -2.06710 0.000
H 5.88123 -1.02269 -0.74512 0.000
H 7.28050 -1.45466 -2.72260 0.000
H 6.06077 2.28682 -4.40269 0.000
H -2.40307 -1.04511 6.47558 0.000
H -3.81809 -1.61044 0.86734 0.000
H 7.40274 0.20633 -4.55031 0.000
H 3.83258 -2.66125 -0.27285 0.001
H 6.59640 0.37119 1.40841 0.000
H 1.73717 -5.08382 -3.70264 0.000
H 3.57409 -4.29512 0.34366 0.000
H 3.61582 2.54488 2.75719 0.001
H 3.76440 -3.45690 -2.60345 0.000
H 4.45669 4.53867 3.94330 0.000
H 6.06150 3.50543 -0.60925 0.000
H 6.09844 6.03339 2.84321 0.000
H 1.83102 0.20046 -3.35956 0.002
H -0.51940 -4.20481 -4.43125 0.000
H 6.87810 5.51470 0.55237 0.000
H 2.51723 -0.82831 1.83901 0.005
H 4.65182 2.70549 -2.42571 0.000
H -4.69014 -1.72939 2.92230 0.000
H -0.61063 -5.02622 -2.87035 0.000
H 7.27826 -1.36694 3.02031 0.000